# 1
This record from the Open Molecules 2025 dataset describes C4H9NO as an isolated structure in a non-equilibrium geometry. The level of theory is ωB97M-V/def2-TZVPD.

Its gap between HOMO and LUMO is 0.3905 Ha. The energy above the lowest of the compared OMol25 structures with the same formula, charge and spin comes out at 98.70 kcal per mole. Its electronic energy is -7828.0399 eV. The value obtained for the HOMO energy is -9.69 eV. The total charge is 0. Its lowest unoccupied orbital energy is 0.9 eV. For the largest force on an atom, the calculation gives 3.0 eV/A.

Last column: natural (NBO) charge in e.
Element x y z (Å)
1 C 1.67983 0.63302 0.83980  -0.69
2 C 0.87755 -0.12849 -0.14721  0.13
3 O 0.41106 -1.28367 1.13697  -0.81
4 C -0.42843 0.36203 -0.70962  -0.15
5 C -1.42636 -0.66703 -1.05730  -0.25
6 N -1.54781 0.12358 0.17714  -0.62
7 H 1.97893 -0.23005 1.57031  0.29
8 H 2.35224 1.34468 0.30803  0.21
9 H 0.97536 1.15850 1.47791  0.21
10 H 1.50744 -0.35262 -1.06727  0.20
11 H -0.44661 -0.90999 1.46952  0.49
12 H -0.43980 1.27139 -1.32513  0.21
13 H -1.13668 -1.70586 -0.91526  0.22
14 H -2.11928 -0.47267 -1.87149  0.20
15 H -2.23745 0.85717 0.11361  0.36

***

# 2
This record from the Open Molecules 2025 dataset describes C14H26CaF8N4O28S8 as an isolated structure in a non-equilibrium geometry. The level of theory is ωB97M-V/def2-TZVPD.

Its gap between HOMO and LUMO is 0.3113 Ha. The energy above the lowest of the compared OMol25 structures with the same formula, charge and spin comes out at 74.13 kcal per mole. Its electronic energy is -205088.3630 eV. The value obtained for the HOMO energy is -5.32 eV. The total charge is -2. Its lowest unoccupied orbital energy is 3.2 eV. For the largest force on an atom, the calculation gives 12.3 eV/A.

Last column: Mulliken charge in e.
Element x y z (Å)
1 Ca 0.55608 -1.47448 -0.48153  3.61
2 N 1.91317 -3.16240 -0.17736  -0.39
3 S 3.10025 -3.55413 0.60125  0.65
4 O 4.40124 -3.73941 -0.03585  -0.62
5 O 2.94293 -4.26559 1.85469  -0.64
6 F 3.26731 -2.02464 1.15640  -0.39
7 S 1.66950 -4.79615 -0.69524  0.50
8 O 1.08253 -5.79698 0.18228  -0.52
9 O 2.62043 -5.27293 -1.69746  -0.54
10 F 0.36441 -4.42012 -1.53740  -0.18
11 N 0.14521 -4.70751 2.82404  -0.28
12 S -1.10217 -3.76707 2.12029  0.96
13 O -0.70295 -2.65420 1.26813  -0.54
14 O -2.33402 -3.65076 2.86073  -0.58
15 F -1.59733 -4.94498 1.06394  -0.39
16 S 0.17614 -3.69697 3.98215  0.94
17 O -0.68165 -3.94762 5.14425  -0.69
18 O 0.63643 -2.32911 3.67605  -0.47
19 F 1.55911 -4.24720 4.54116  -0.34
20 N 2.44574 -3.91065 -4.43203  -0.36
21 S 1.24480 -3.22101 -5.47576  0.96
22 O 1.41147 -1.89225 -6.07438  -0.53
23 O -0.11831 -3.78237 -5.40890  -0.52
24 F 1.66423 -4.01991 -6.80374  -0.34
25 S 2.78079 -2.54848 -3.89664  0.97
26 O 1.84525 -1.98700 -2.90214  -0.04
27 O 3.62308 -1.58455 -4.63928  -0.61
28 F 3.91473 -3.18227 -2.92470  -0.34
29 N -1.19605 -1.46099 -1.87376  -0.32
30 S -2.42283 -2.45176 -2.43085  0.56
31 O -2.17319 -3.27271 -3.64753  -0.46
32 O -3.72194 -1.85371 -2.30214  -0.61
33 F -2.30432 -3.57450 -1.25096  -0.17
34 S -1.34765 -0.44474 -2.96415  0.82
35 O -2.35961 0.61347 -2.70039  -0.65
36 O -0.94743 -0.85943 -4.29601  -0.59
37 F 0.01281 0.28576 -2.57994  -0.34
38 C -1.51044 3.29419 -0.65527  -0.55
39 C -1.52669 3.96391 -2.04428  0.41
40 C -2.23390 5.27450 -2.00464  -0.36
41 O -1.45256 6.10412 -2.80039  -0.35
42 C -0.32837 5.51516 -3.13750  0.56
43 O 0.51626 6.00704 -3.83643  -0.59
44 O -0.25769 4.26995 -2.59902  -0.22
45 H -0.97689 2.34824 -0.74800  -0.70
46 H -2.54772 3.16483 -0.34639  0.56
47 H -0.94131 3.89078 0.05767  0.31
48 H -1.97928 3.29645 -2.77759  0.23
49 H -2.23976 5.60468 -0.96587  0.32
50 H -3.25753 5.05537 -2.30838  0.35
51 C 2.17537 1.05571 2.90271  -0.42
52 O 0.81826 0.85151 3.17822  -0.36
53 C -0.00977 0.43024 2.24706  -0.18
54 O 0.20780 0.28078 1.05413  0.08
55 O -1.27404 0.22585 2.81443  0.08
56 C -1.54753 0.38968 4.18477  -0.96
57 H 2.32673 2.02894 2.43579  0.25
58 H 2.68618 0.33412 2.26515  -0.03
59 H 2.80807 0.91540 3.77911  0.36
60 H -0.63377 0.14790 4.72761  0.36
61 H -2.48111 -0.06502 4.51608  0.27
62 H -1.62955 1.46679 4.33044  0.34
63 C -3.75292 0.84103 0.83077  -0.45
64 O -3.87304 1.83012 1.91516  -0.22
65 C -4.56484 1.52359 3.04790  0.86
66 O -5.04244 0.40154 3.27953  -0.64
67 O -4.60503 2.55975 3.78249  -0.31
68 C -5.20685 2.53464 5.08567  -0.78
69 H -2.73709 0.83785 0.43557  -0.27
70 H -4.36667 1.04913 -0.04566  0.39
71 H -4.00242 -0.15884 1.18589  0.49
72 H -4.48205 2.71289 5.88002  0.28
73 H -5.67301 1.57472 5.30780  0.35
74 H -6.10585 3.15098 5.08838  0.30
75 C 2.37221 4.34873 -0.39551  -1.55
76 C 1.99507 2.88365 -0.71317  0.76
77 O 3.20469 2.23682 -0.86445  -0.52
78 C 3.39087 0.96860 -0.76734  0.55
79 O 2.50273 0.18276 -0.46653  0.70
80 O 4.64469 0.72636 -0.94906  -0.51
81 C 5.12138 -0.59491 -0.84878  -0.01
82 H 1.50046 5.00303 -0.38938  0.32
83 H 3.20584 4.64190 -1.03365  0.36
84 H 2.61844 4.28215 0.66422  0.37
85 H 1.59943 2.72387 -1.71618  0.37
86 H 1.38647 2.45476 0.08293  -0.37
87 H 5.64237 -0.82957 -1.77699  0.34
88 H 4.36049 -1.37087 -0.93255  -0.36
89 H 5.78812 -0.76641 -0.00371  0.26

***

# 3
This record from the Open Molecules 2025 dataset describes C28H41BrN2P2SZr as an isolated structure in a non-equilibrium geometry. The level of theory is ωB97M-V/def2-TZVPD.

Its gap between HOMO and LUMO is 0.1459 Ha. Its electronic energy is -133367.3896 eV. The value obtained for the HOMO energy is -18.79 eV. The total charge is +4. Its lowest unoccupied orbital energy is -14.8 eV. For the largest force on an atom, the calculation gives 4.7 eV/A.

Last column: Mulliken charge in e.
Element x y z (Å)
1 C -3.53679 -5.99438 -0.71912  -0.49
2 C -2.33253 -5.23537 -0.72102  0.25
3 C -1.19387 -5.95072 -1.20680  -0.47
4 C -1.32181 -7.27627 -1.66616  -0.36
5 N -2.47596 -7.96405 -1.67058  -0.41
6 C -3.55987 -7.32240 -1.19288  -0.34
7 C -2.34486 -3.89169 -0.25726  0.56
8 C -2.23048 -2.74231 0.22192  -0.14
9 C -1.03124 -2.16384 0.87211  -0.05
10 C -0.08589 -1.61997 -0.03801  -1.01
11 C 0.92526 -0.75798 0.51455  1.86
12 C 1.12763 -0.76336 1.87787  -0.52
13 C 0.42310 -1.59467 2.71899  -1.02
14 C -0.84370 -2.04201 2.27310  -0.36
15 Zr -1.93636 -0.14142 0.22971  0.29
16 P -1.04363 2.38385 -1.05673  1.05
17 H -0.20645 -5.49800 -1.24553  0.37
18 H -4.46178 -5.55959 -0.35498  0.41
19 H -0.45603 -7.83347 -2.06780  0.38
20 H -4.49777 -7.89061 -1.19605  0.38
21 H -1.60033 -2.47609 2.93069  0.78
22 H -0.02351 -1.99733 -1.07842  0.53
23 H 0.83695 -1.91511 3.68100  0.61
24 H 1.46689 -0.08889 -0.17468  -0.36
25 C -0.36660 3.93039 -0.26652  -0.47
26 C 0.53181 4.82614 -1.13598  -1.13
27 H 0.18298 3.59757 0.64115  0.21
28 H -1.21038 4.53877 0.12429  0.54
29 H 0.66683 5.80526 -0.66101  0.41
30 H 1.52939 4.39754 -1.24510  0.13
31 H 0.11792 4.98201 -2.13433  0.30
32 C 0.14786 2.06143 -2.36250  -0.06
33 C -0.11538 0.80870 -3.18041  -1.37
34 H 1.13961 1.99191 -1.88259  -0.42
35 H 0.22279 2.91054 -3.05084  0.68
36 H 0.74638 0.56551 -3.80847  0.46
37 H -0.31122 -0.07515 -2.57226  0.08
38 H -0.95704 0.94035 -3.85845  0.36
39 C -2.55124 3.05983 -1.88537  -0.35
40 C -2.31061 3.97956 -3.07757  -1.40
41 H -3.10852 3.57981 -1.08266  0.45
42 H -3.17116 2.19341 -2.17649  0.36
43 H -3.21252 4.02657 -3.68800  0.42
44 H -2.07527 4.99364 -2.76545  0.35
45 H -1.51009 3.62009 -3.71790  0.34
46 Br -0.71597 1.43692 2.03017  -0.19
47 P 4.04876 0.61832 1.35013  0.28
48 C 3.21096 1.50077 -0.05335  0.49
49 C 4.04231 2.55538 -0.77896  -1.56
50 H 2.29732 1.95323 0.37420  -0.22
51 H 2.92108 0.73647 -0.79429  0.58
52 H 3.49238 2.92912 -1.64559  0.33
53 H 4.27796 3.41133 -0.14415  0.44
54 H 4.97113 2.12919 -1.15200  0.44
55 C 2.95292 1.01910 2.75704  0.48
56 C 3.60309 1.02216 4.13637  -1.41
57 H 2.06925 0.26835 2.71095  -0.30
58 H 2.52704 2.01165 2.56335  0.34
59 H 2.93254 1.50480 4.85705  0.40
60 H 3.76158 0.00889 4.50774  0.38
61 H 4.55683 1.54912 4.16331  0.42
62 C 3.90841 -1.18328 1.06943  0.10
63 C 5.17340 -1.95686 0.69144  -1.47
64 H 3.16581 -1.38759 0.29527  0.18
65 H 3.47431 -1.57420 1.99649  0.44
66 H 4.94474 -3.02189 0.61979  0.41
67 H 5.54545 -1.65166 -0.28695  0.39
68 H 5.97145 -1.84299 1.42238  0.41
69 S -3.99239 0.79650 3.05413  0.19
70 C -5.10774 1.76788 2.14118  -0.07
71 C -4.97142 1.47121 0.79763  -0.34
72 N -3.95604 0.59046 0.47917  -0.31
73 C -3.62954 -0.19977 1.61016  -0.30
74 H -5.78204 2.46787 2.62219  0.47
75 H -5.63830 1.87177 0.05824  0.45
76 H -4.03776 -1.20046 1.66004  0.77

***

# 4
This record from the Open Molecules 2025 dataset describes C3HCuO4 as an isolated structure in a non-equilibrium geometry. The level of theory is ωB97M-V/def2-TZVPD.

Its gap between HOMO and LUMO is 0.2681 Ha. The energy above the lowest of the compared OMol25 structures with the same formula, charge and spin comes out at 5.55 kcal per mole. Its electronic energy is -55953.8025 eV. The value obtained for the HOMO energy is -8.34 eV. The total charge is 0. Its lowest unoccupied orbital energy is -1.0 eV. For the largest force on an atom, the calculation gives 2.3 eV/A.

Last column: natural (NBO) charge in e.
Element x y z (Å)
1 O -2.20218 1.28800 0.98456  -0.35
2 C -1.30394 0.84679 0.42632  0.88
3 O 0.92935 1.34503 -0.20165  -0.89
4 C -0.10204 0.54782 -0.36222  -0.20
5 O 1.31606 -1.55156 0.11552  -0.75
6 C 0.12995 -1.27985 0.10356  0.85
7 O -0.91915 -1.79195 0.44096  -0.65
8 Cu 2.63652 0.19658 -0.10644  0.90
9 H -0.48456 0.39914 -1.40061  0.22

***

# 5
This record from the Open Molecules 2025 dataset describes Cl2Cu4FO8 as an isolated structure in a non-equilibrium geometry. The level of theory is ωB97M-V/def2-TZVPD.

Its gap between HOMO and LUMO is 0.0477 Ha. Its electronic energy is -222660.1968 eV. The value obtained for the HOMO energy is -8.79 eV. The total charge is +1. Its lowest unoccupied orbital energy is -7.5 eV. For the largest force on an atom, the calculation gives 3.6 eV/A.

Last column: natural (NBO) charge in e.
Element x y z (Å)
1 Cu -1.01427 -2.55666 -2.35868  0.99
2 Cu -0.33122 6.63913 4.63450  0.69
3 Cu -6.99379 3.99276 -0.06563  1.00
4 Cu 1.58374 0.77251 4.56940  0.86
5 F 0.18656 -4.11783 1.27988  -0.69
6 Cl 4.26043 -2.01976 -2.98661  2.49
7 O 4.63624 -1.56353 -4.28443  -0.83
8 O 3.65408 -0.77829 -2.45171  -0.84
9 O 3.52745 -3.30712 -3.06480  -0.84
10 O 5.38737 -2.34028 -2.14871  -0.83
11 Cl -3.00155 1.08497 1.33022  2.57
12 O -2.09248 0.85075 0.23751  -0.87
13 O -2.93529 2.38365 1.94928  -0.91
14 O -4.31634 0.69606 0.96864  -0.88
15 O -2.55093 0.26363 2.39114  -0.91

***

# 6
This record from the Open Molecules 2025 dataset describes an isolated ion of composition C5H7N5 and charge +2 in a non-equilibrium geometry. The level of theory is ωB97M-V/def2-TZVPD.

Its gap between HOMO and LUMO (alpha / beta) is 0.2210 / 0.2505 Ha. The energy above the lowest of the compared OMol25 structures with the same formula, charge and spin comes out at 0.00 kcal per mole. Its electronic energy is -12724.0558 eV. The value obtained for the HOMO energy (alpha / beta) is -16.08 / -18.18 eV. The total charge is +2. Its lowest unoccupied orbital energy (alpha / beta) is -10.1 / -11.4 eV. For the largest force on an atom, the calculation gives 3.7 eV/A. As for the spin multiplicity: 3.

Last column: natural (NBO) charge in e.
Element x y z (Å)
1 C 2.57731 1.19798 -0.63363  0.43
2 C 2.55345 -1.22527 -0.07475  0.29
3 C -2.77791 -0.55147 -0.26979  0.23
4 C 0.26937 -0.82912 0.18949  0.42
5 C -0.52318 0.30272 0.36375  0.39
6 N 2.78107 0.05109 -0.40063  -0.29
7 N 1.24214 -1.52236 0.02012  -0.32
8 N -1.81682 0.41932 0.22195  -0.44
9 N -2.60293 -1.74695 -0.08688  -0.52
10 N 0.30171 1.41388 0.52036  -0.77
11 H 2.87068 2.19628 -0.85765  0.31
12 H 3.33489 -1.98114 0.01859  0.30
13 H -3.66806 -0.21803 -0.78330  0.23
14 H -2.14031 1.29299 0.50618  0.44
15 H -3.26795 -2.40264 -0.44268  0.41
16 H -0.09443 2.29545 0.29330  0.43
17 H 0.96096 1.30728 1.41560  0.46